## i
Computed, not measured: the ion CH5N2S with charge +1, with ωB97M-V with the def2-TZVPD basis set.

The geometry in XYZ format:
```
9
CH5N2S (ωB97M-V with the def2-TZVPD basis set)
C 0.185 0.808 -0.110
N -0.123 -0.347 -0.890
N 0.577 0.658 1.130
S -0.334 -1.896 -0.291
H 0.168 1.827 -0.535
H -0.177 -0.177 -1.849
H 0.941 1.442 1.791
H 0.375 -0.321 1.369
H -1.609 -1.994 -0.614
```

The SMILES is [NH2+]=CNS. The total charge is +1. The HOMO energy is -14.72 eV. The HOMO-LUMO gap is 10.2 eV.

***

## ii
Computed, not measured: the ion CH5N2S with charge +1, with ωB97M-V with the def2-TZVPD basis set.

The geometry in XYZ format:
```
9
CH5N2S (ωB97M-V with the def2-TZVPD basis set)
C 0.366 -0.135 -0.351
N 0.949 -1.099 0.357
N -0.391 0.879 0.010
S -1.143 2.033 -1.247
H 0.331 -0.184 -1.543
H 1.342 -1.947 0.014
H 1.365 -0.821 1.236
H -0.745 1.094 0.935
H -2.409 1.497 -1.218
```

The SMILES is N/C=[NH+]/S. The total charge is +1. The HOMO energy is -14.95 eV. The HOMO-LUMO gap is 10.4 eV.

***

Stability summary: most stable i, least stable ii.

***

## i
Computed, not measured: the ion CH5N2S with charge +1, with ωB97M-V with the def2-TZVPD basis set.

The geometry in XYZ format:
```
9
CH5N2S (ωB97M-V with the def2-TZVPD basis set)
C -0.103 -0.008 0.509
N 2.590 -0.080 0.162
N -1.487 0.126 -0.072
S 1.214 -0.458 -0.526
H 0.137 0.422 1.415
H 3.182 -0.383 -0.596
H -1.792 -0.756 -0.398
H -1.468 0.719 -0.901
H -2.272 0.419 0.407
```

The total charge is +1. The HOMO energy (alpha / beta) is -13.80 / -13.84 eV. The HOMO-LUMO gap (alpha / beta) is 8.3 / 8.4 eV.

***

## ii
Computed, not measured: the ion CH5N2S with charge +1, with ωB97M-V with the def2-TZVPD basis set.

The geometry in XYZ format:
```
9
CH5N2S (ωB97M-V with the def2-TZVPD basis set)
C 0.068 0.315 -0.244
N 1.334 0.207 -0.184
N -0.784 0.444 0.692
S -2.687 0.060 -0.128
H -0.465 0.456 -1.308
H 1.926 0.144 -1.010
H 1.877 0.207 0.735
H -0.806 0.253 1.661
H -3.267 1.172 -0.395
```

The SMILES is N/C=[NH+]/S. The total charge is +1. The HOMO energy is -15.04 eV. The HOMO-LUMO gap is 9.0 eV.

***

Stability summary: most stable ii, least stable i.

***

## i
Computed, not measured: a structure of composition C3HBrIO2, with ωB97M-V with the def2-TZVPD basis set.

The geometry in XYZ format:
```
8
C3HBrIO2 (ωB97M-V with the def2-TZVPD basis set)
C 0.815 0.748 -0.561
C 0.163 0.108 0.357
C -1.148 -1.227 -0.137
O -0.845 -1.607 -1.214
O -1.857 -1.370 0.760
Br 1.930 2.459 -0.165
I 0.119 0.493 2.491
H 0.822 0.396 -1.531
```

The total charge is -1. The HOMO energy is -4.43 eV. The HOMO-LUMO gap is 7.4 eV.

***

## ii
Computed, not measured: a cluster of 2 separate species, C3HBrIO2 in total, with ωB97M-V with the def2-TZVPD basis set.

The geometry in XYZ format:
```
8
C3HBrIO2 (ωB97M-V with the def2-TZVPD basis set)
C 1.528 0.041 0.540
C -2.153 0.111 -0.060
C -1.842 0.510 -1.214
O -1.899 1.211 -2.213
O 1.630 1.015 1.264
Br 2.756 -1.439 0.931
I -1.220 -1.375 1.139
H 1.201 -0.074 -0.388
```

The total charge is -1. The HOMO energy is -3.44 eV. The HOMO-LUMO gap is 6.3 eV.

***

Stability summary: most stable i, least stable ii.

***

## i
Computed, not measured: the molecule C20H20N2O5, with ωB97M-V with the def2-TZVPD basis set.

The geometry in XYZ format:
```
47
C20H20N2O5 (ωB97M-V with the def2-TZVPD basis set)
O -2.570 -3.108 1.338
N -0.448 -2.895 -4.646
O -0.420 -2.620 -3.242
O -3.237 -0.899 2.863
O -1.017 -0.962 -1.196
O -2.550 -4.494 -0.827
C -2.323 -2.034 0.788
C -1.275 -3.826 -4.868
C -1.887 -4.253 -3.726
C -1.306 -3.491 -2.685
C 3.566 5.874 2.882
C 3.660 5.630 1.562
C 2.856 4.812 3.691
C 3.098 4.512 0.898
C 2.414 3.698 3.105
C 2.407 0.981 1.498
C 1.305 2.384 -0.015
C 1.763 -0.171 0.911
C 0.641 1.265 -0.601
C 2.619 3.463 1.751
C 2.145 2.269 1.085
C 0.922 0.045 -0.147
N -2.671 -0.904 1.502
C 0.296 -1.202 -0.696
C -3.258 -1.596 -1.339
C -1.956 -2.007 -0.713
C -1.545 -3.491 -1.153
H -3.741 -1.724 2.996
H -2.879 -4.367 0.094
H -1.329 -4.213 -5.888
H -2.831 -4.810 -3.628
H 3.833 6.856 3.350
H 4.151 6.247 0.891
H 2.725 4.862 4.711
H 3.292 4.434 -0.209
H 1.911 2.903 3.637
H 3.071 0.800 2.238
H 0.933 3.330 -0.401
H 2.037 -1.145 1.247
H 0.125 1.563 -1.516
H -2.310 -0.022 1.100
H 0.863 -1.606 -1.542
H 0.336 -1.973 0.094
H -3.239 -0.540 -1.448
H -3.459 -1.962 -2.352
H -4.116 -1.914 -0.756
H -0.600 -3.700 -0.641
```

The SMILES is C[C@@](OCc1ccc(-c2ccccc2)cc1)(C(=O)NO)[C@@H](O)c1ccno1. The total charge is 0. The HOMO energy is -8.63 eV. The HOMO-LUMO gap is 9.2 eV.

***

## ii
Computed, not measured: the molecule C20H20N2O5, with ωB97M-V with the def2-TZVPD basis set.

The geometry in XYZ format:
```
47
C20H20N2O5 (ωB97M-V with the def2-TZVPD basis set)
C -5.198 -0.976 -1.250
C -4.956 -0.478 0.168
H -5.738 0.229 0.463
H -4.921 -1.309 0.877
O -3.687 0.169 0.271
C -3.659 1.495 0.047
O -4.648 2.154 -0.165
C -2.289 2.050 0.117
C -1.172 1.239 0.093
C 0.119 1.787 0.140
C 0.249 3.205 0.090
N 1.440 3.823 -0.054
C 2.490 3.079 -0.225
C 2.517 1.669 -0.155
C 1.319 0.995 0.148
N 1.318 -0.322 0.441
H 2.199 -0.788 0.264
C 0.435 -1.050 1.331
C -0.247 -2.180 0.625
C -1.557 -2.433 0.343
C -1.580 -3.667 -0.355
C -0.284 -4.068 -0.445
O 0.530 -3.179 0.146
H 0.171 -4.932 -0.887
H -2.441 -4.177 -0.733
H -2.397 -1.823 0.600
H -0.307 -0.382 1.768
H 1.047 -1.467 2.143
C 3.845 1.066 -0.333
O 4.875 1.696 -0.339
O 3.824 -0.277 -0.531
C 5.085 -0.918 -0.733
C 5.762 -1.246 0.589
H 6.694 -1.771 0.399
H 5.979 -0.328 1.130
H 5.120 -1.876 1.201
H 4.853 -1.824 -1.297
H 5.722 -0.258 -1.330
H 3.426 3.592 -0.402
C -0.905 4.011 0.147
C -2.148 3.449 0.176
H -3.042 4.052 0.208
H -0.764 5.080 0.133
H -1.304 0.179 -0.041
H -4.394 -1.641 -1.559
H -6.141 -1.513 -1.292
H -5.241 -0.133 -1.936
```

The SMILES is CCOC(=O)c1ccc2ncc(C(=O)OCC)c(NCc3ccco3)c2c1. The total charge is 0. The HOMO energy is -8.27 eV. The HOMO-LUMO gap is 8.3 eV.

***

Stability summary: most stable ii, least stable i.

***

## i
Computed, not measured: a cluster of 2 separate species, C3H8O2 in total, with ωB97M-V with the def2-TZVPD basis set.

The geometry in XYZ format:
```
13
C3H8O2 (ωB97M-V with the def2-TZVPD basis set)
C 0.522 0.444 -1.953
C 1.184 -0.887 -2.206
C 1.182 -1.798 -1.255
O 2.106 -2.819 -1.122
H 0.037 0.503 -0.985
H -0.178 0.832 -2.699
H 1.351 1.152 -1.947
H 1.636 -0.954 -3.186
H 0.417 -1.807 -0.490
H 1.986 -3.136 -0.221
H -4.151 2.749 5.517
H -2.729 2.500 5.340
O -3.363 3.220 5.207
```

The SMILES is C/C=C/O.O. The total charge is 0. The HOMO energy is -8.57 eV. The HOMO-LUMO gap is 9.4 eV.

***

## ii
Computed, not measured: the molecule C3H8O2, with ωB97M-V with the def2-TZVPD basis set.

The geometry in XYZ format:
```
13
C3H8O2 (ωB97M-V with the def2-TZVPD basis set)
C -1.610 0.225 0.277
C -0.294 -0.444 -0.101
O -0.205 -0.548 -1.507
C 0.919 0.320 0.410
O 2.068 -0.364 -0.075
H -1.500 1.298 0.471
H -2.018 -0.247 1.174
H -2.329 0.102 -0.537
H -0.261 -1.451 0.346
H 0.692 -0.879 -1.666
H 0.886 1.353 0.034
H 0.922 0.352 1.509
H 2.731 0.284 -0.334
```

The SMILES is C[C@@H](O)CO. The total charge is 0. The HOMO energy is -10.08 eV. The HOMO-LUMO gap is 10.9 eV.

***

Stability summary: most stable ii, least stable i.

***

## i
Computed, not measured: the molecule C3H8O2, with ωB97M-V with the def2-TZVPD basis set.

The geometry in XYZ format:
```
13
C3H8O2 (ωB97M-V with the def2-TZVPD basis set)
O 1.547 -0.633 0.219
C 1.022 0.693 0.248
C -0.519 0.734 0.292
C -1.115 -0.588 -0.187
O -0.645 -0.956 -1.461
H 1.146 -1.123 0.948
H 1.397 1.149 -0.670
H 1.457 1.239 1.094
H -0.884 1.551 -0.342
H -0.877 0.939 1.309
H -0.901 -1.372 0.563
H -2.204 -0.514 -0.251
H 0.310 -1.093 -1.350
```

The SMILES is OCCCO. The total charge is 0. The HOMO energy is -10.20 eV. The HOMO-LUMO gap is 11.0 eV.

***

## ii
Computed, not measured: the molecule C3H8O2, with ωB97M-V with the def2-TZVPD basis set.

The geometry in XYZ format:
```
13
C3H8O2 (ωB97M-V with the def2-TZVPD basis set)
C 0.691 0.423 1.866
C -0.728 -0.365 0.206
C 0.063 -0.184 -1.984
H 1.615 0.393 1.315
H 0.294 1.459 1.676
H 0.887 0.264 2.938
H -1.269 0.589 0.078
H -1.488 -1.173 0.053
H 0.916 -0.216 -2.596
H -0.356 0.818 -2.062
H -0.738 -0.935 -2.324
O -0.269 -0.572 1.479
O 0.381 -0.500 -0.645
```

The SMILES is COCOC. The total charge is 0. The HOMO energy is -10.02 eV. The HOMO-LUMO gap is 11.1 eV.

***

## iii
Computed, not measured: the molecule C3H8O2, with ωB97M-V with the def2-TZVPD basis set.

The geometry in XYZ format:
```
13
C3H8O2 (ωB97M-V with the def2-TZVPD basis set)
C -2.011 0.188 -0.439
C 0.066 -0.219 0.979
O -0.584 0.161 -0.494
C 1.466 0.192 0.692
O 1.983 -0.462 -0.494
H -2.249 0.997 0.249
H -2.398 -0.754 -0.042
H -2.397 0.393 -1.441
H 0.037 -1.321 0.865
H -0.224 -0.445 -1.165
H 1.536 1.282 0.559
H 2.064 -0.080 1.575
H 2.711 0.066 -0.844
```

The total charge is 0. The HOMO energy is -7.52 eV. The HOMO-LUMO gap is 8.2 eV.

***

Stability summary: most stable i, least stable iii.